C9H9N | ωB97M-V/def2-TZVPD

XYZ file:
```
19
C9H9N, DFT ωB97M-V/def2-TZVPD
C -2.8135 -0.1676 -0.6113
C -1.8613 -0.1632 -1.6631
C -2.3868 -0.0219 0.7498
C -0.4910 -0.3109 -1.3405
C -1.0191 0.0486 1.0042
C -0.2116 -0.2048 -0.0410
C 2.3863 -1.3362 1.1386
C 1.8703 -0.2157 0.4440
C 2.1438 1.2104 0.1258
N 2.6519 -1.3398 -0.1073
H -3.8596 0.0148 -0.7417
H -2.1056 0.0391 -2.7234
H -3.1986 -0.1214 1.4681
H 0.1585 -0.6017 -2.1340
H -0.6574 0.1570 1.9738
H 2.6571 -1.7838 2.0725
H 3.3430 1.5578 0.0615
H 1.8164 1.7736 0.9959
H 1.5772 1.4658 -0.6718
```

## Properties
gap between HOMO and LUMO = 9.3625 eV
energy relative to the best compared isomer or geometry (same formula, charge and spin) = 4.903 eV
energy = -10963.5370 eV
E_LUMO = 0.96 eV
E_HOMO = -8.41 eV

Atom-resolved charges from Löwdin, all expressed in e:
1 C -0.08
2 C -0.07
3 C -0.07
4 C -0.10
5 C -0.10
6 C -0.10
7 C -0.06
8 C -0.31
9 C -0.08
10 N 0.17
11 H 0.08
12 H 0.11
13 H 0.10
14 H 0.10
15 H 0.09
16 H 0.10
17 H 0.15
18 H 0.07
19 H 0.02

C9H9N | ωB97M-V/def2-TZVPD

XYZ file:
```
19
C9H9N, DFT ωB97M-V/def2-TZVPD
C 1.5975 2.8758 -2.1461
C 1.4377 2.0119 -1.3307
C -2.4618 -0.6273 1.3877
C -2.1626 0.6553 0.8692
C -1.5771 -1.6000 1.1894
C -0.9406 0.8286 0.3438
C -0.3470 -1.3905 0.6093
C 0.0537 -0.1059 0.2646
C 2.0703 -0.7603 -0.7669
N 1.3108 0.1871 -0.0297
H 1.9833 3.4894 -2.8887
H -3.2870 -0.8582 2.1220
H -2.9070 1.4380 1.0491
H -1.8075 -2.6415 1.5916
H -0.6002 1.8323 -0.0652
H 0.2913 -2.2644 0.8228
H 1.6343 -1.4295 -1.4989
H 2.9321 -0.2955 -1.4007
H 2.7798 -1.3455 -0.1226
```

## Properties
gap between HOMO and LUMO (spin up / spin down) = 7.2292 / 7.3748 eV
energy relative to the best compared isomer or geometry (same formula, charge and spin) = 6.873 eV
energy = -10961.5667 eV
E_LUMO (spin up / spin down) = -1.52 / -1.26 eV
E_HOMO (spin up / spin down) = -8.74 / -8.63 eV

Atom-resolved charges from Löwdin, all expressed in e:
1 C -0.04
2 C 0.01
3 C -0.11
4 C -0.06
5 C -0.14
6 C -0.06
7 C -0.03
8 C -0.36
9 C -0.16
10 N 0.06
11 H -0.02
12 H 0.13
13 H 0.12
14 H 0.13
15 H 0.12
16 H 0.12
17 H 0.08
18 H 0.11
19 H 0.10